No. 1
{
  "formula": "C6H12O",
  "method": "wB97M-V/def2-TZVPD",
  "e_above_lowest_ev": 0.016,
  "gap_ev": 11.108,
  "smiles": "CC1(O)CCCC1",
  "lumo_energy_ev": 0.958,
  "multiplicity": 1,
  "charge": 0,
  "total_energy_ha": -311.0587,
  "elements": ["C", "C", "O", "C", "C", "C", "C", "H", "H", "H", "H", "H", "H", "H", "H", "H", "H", "H", "H"],
  "coordinates": [[1.85674, -0.74873, -0.62345], [0.65016, -0.25309, 0.16882], [0.96119, -0.22328, 1.56465], [0.17026, 1.13522, -0.29219], [-1.24029, 1.23696, 0.28490], [-1.81980, -0.15738, -0.00152], [-0.61576, -1.13186, 0.05649], [2.69480, -0.04896, -0.50543], [1.62983, -0.81379, -1.69345], [2.18754, -1.73260, -0.27480], [1.67621, 0.41464, 1.68993], [0.85012, 1.93733, 0.02412], [0.13085, 1.15336, -1.39017], [-1.17902, 1.41904, 1.36338], [-1.84458, 2.03389, -0.16109], [-2.25392, -0.15963, -1.00863], [-2.62094, -0.42409, 0.69425], [-0.57179, -1.76592, -0.83616], [-0.65888, -1.79654, 0.92489]],
  "forces_ev_per_a": [[0.0249, -0.0108, -0.0079], [-0.1092, -0.0172, -0.3162], [0.1909, 0.1959, 0.0993], [0.0269, 0.0317, -0.0239], [-0.0121, 0.0260, 0.0306], [-0.0798, -0.0231, -0.0263], [0.0314, -0.0331, -0.0340], [-0.1028, -0.1045, -0.0115], [-0.0077, 0.0044, 0.1625], [-0.1116, 0.1303, -0.0104], [-0.0874, -0.1079, 0.0449], [-0.0883, -0.1434, -0.0058], [0.0034, -0.0149, 0.1364], [-0.0333, -0.0461, -0.1445], [0.1418, -0.0839, 0.0719], [0.0436, -0.0398, 0.1394], [0.1312, -0.0087, -0.0998], [0.0061, 0.1255, 0.1205], [0.0320, 0.1195, -0.1253]],
  "mulliken_charge": [-1.818, 1.417, -0.603, -0.944, -0.625, -0.512, -1.058, 0.406, 0.383, 0.377, 0.375, 0.429, 0.316, 0.270, 0.381, 0.275, 0.301, 0.269, 0.362]
}

---

No. 2
{
  "formula": "C5H10NO2",
  "method": "wB97M-V/def2-TZVPD",
  "e_above_lowest_ev": 0.691,
  "gap_ev": 7.808,
  "smiles": "C[C@@H](N)CCC(=O)[O-]",
  "lumo_energy_ev": 3.769,
  "multiplicity": 1,
  "charge": -1,
  "total_energy_ha": -401.8014,
  "elements": ["C", "C", "N", "C", "C", "C", "O", "O", "H", "H", "H", "H", "H", "H", "H", "H", "H", "H"],
  "coordinates": [[-0.23570, 0.37005, 2.08617], [-0.16696, -0.37410, 0.77170], [-1.22208, -1.40554, 0.75213], [-0.28203, 0.60416, -0.41946], [0.27326, 0.07834, -1.72876], [1.83732, -0.03321, -1.89366], [2.28271, -0.03893, -3.05664], [2.45924, -0.05820, -0.81283], [-0.48636, -0.25279, 2.95784], [0.67889, 0.84199, 2.44717], [-1.03917, 1.11977, 2.04760], [0.82434, -0.82218, 0.67429], [-1.87859, -1.24159, 1.50555], [-1.69721, -1.45691, -0.12216], [0.26994, 1.47431, -0.03899], [-1.28664, 1.03406, -0.54235], [0.02678, 0.86916, -2.46639], [-0.35775, -0.70838, -2.16119]],
  "forces_ev_per_a": [[-0.5424, 0.2370, 1.1402], [-0.2365, 0.0638, -0.4953], [0.5153, -0.2631, 0.9434], [0.7324, 0.1678, 1.2730], [-0.5701, 1.6658, -1.4562], [-0.4664, -0.3816, 0.4197], [-0.2512, -0.0777, -0.0682], [0.3431, 0.0312, 0.2520], [-0.1329, -0.4083, -0.3682], [0.1728, 0.2318, -0.6980], [0.1761, 0.0916, -0.0192], [-0.1320, -0.1371, -0.0520], [-0.1414, -0.0105, -0.2924], [-0.3221, 0.0769, -0.5337], [0.4281, -0.0292, -0.6497], [-0.2591, -0.5760, 0.1011], [0.1718, -0.0791, 0.1299], [0.5145, -0.6033, 0.3734]],
  "mulliken_charge": [-1.670, 0.756, -0.654, -1.056, -0.548, 0.503, -0.758, -0.688, 0.469, 0.384, 0.346, 0.224, 0.207, 0.232, 0.292, 0.498, 0.224, 0.240]
}

---

No. 3
{
  "formula": "C2H6N2",
  "method": "wB97M-V/def2-TZVPD",
  "e_above_lowest_ev": 2.115,
  "gap_ev": 8.306,
  "smiles": "N/C=C/N",
  "lumo_energy_ev": 1.249,
  "multiplicity": 1,
  "charge": 0,
  "total_energy_ha": -189.2518,
  "elements": ["N", "C", "C", "N", "H", "H", "H", "H", "H", "H"],
  "coordinates": [[1.61935, 0.36058, 0.83105], [0.74694, -0.02713, -0.16566], [-0.54826, -0.23322, 0.16228], [-1.64496, -0.24017, -0.80066], [1.18481, 0.66482, 1.59008], [2.27142, 1.01355, 0.41067], [1.17271, -0.26584, -1.03883], [-1.03297, -0.03034, 1.08749], [-2.40319, -0.65166, -0.30354], [-1.36586, -0.59059, -1.77288]],
  "forces_ev_per_a": [[3.8019, -1.3984, -3.8223], [-3.7946, -0.2551, 4.0739], [-0.3846, 1.0458, -3.1673], [2.4023, -0.4521, -0.9266], [-1.9559, 1.9158, 3.9260], [0.1080, 0.0516, 0.8073], [1.1809, -0.6082, -3.4165], [0.6036, 0.1844, 1.1557], [-0.8639, -0.7858, -0.8167], [-1.0979, 0.3020, 2.1866]],
  "mulliken_charge": [-0.495, -0.234, -0.240, -0.469, 0.203, 0.206, 0.405, 0.188, 0.218, 0.217]
}

---

No. 4
{
  "formula": "C5H9ClN2",
  "method": "wB97M-V/def2-TZVPD",
  "e_above_lowest_ev": 4.025,
  "gap_ev": 9.707,
  "smiles": "C=C(Cl)[C@H]1NC[C@H]1N",
  "lumo_energy_ev": 0.695,
  "multiplicity": 1,
  "charge": 0,
  "total_energy_ha": -765.4822,
  "elements": ["C", "C", "Cl", "C", "N", "C", "C", "N", "H", "H", "H", "H", "H", "H", "H", "H", "H"],
  "coordinates": [[2.31779, 0.90428, -0.33901], [1.35737, 0.06232, -0.14300], [1.37011, -1.57474, 0.71388], [0.01989, 0.14674, -0.77262], [-0.60378, -1.05841, -1.29150], [-1.48120, -1.13958, -0.14243], [-1.15084, 0.31597, 0.23896], [-1.05256, 0.57062, 1.55788], [3.38246, 1.00009, 0.17252], [2.27483, 1.84487, -0.90672], [-0.05829, 1.00271, -1.50753], [-0.03804, -1.87851, -1.15530], [-0.83911, -1.84630, 0.57430], [-2.45380, -1.40282, -0.34378], [-1.97611, 1.02318, -0.09118], [-1.02103, 1.74035, 1.53701], [-0.04770, 0.28922, 1.89852]],
  "forces_ev_per_a": [[4.6559, 2.3231, 1.6215], [-1.5753, -2.3706, -0.5233], [1.8598, 1.5470, 0.0548], [-0.6756, 2.4064, -1.0910], [0.1901, -0.4541, -1.0728], [2.8959, -0.5938, 2.3666], [-2.7770, -1.3392, -3.3683], [3.5561, 4.9629, 4.1958], [-2.3631, -1.2185, -0.7897], [-1.0018, -0.7402, -0.1383], [0.7870, -0.8815, 0.5388], [0.7908, 0.0543, -1.0516], [-2.7941, 1.3232, -0.7022], [-2.2822, -0.8517, -0.1321], [1.0657, -0.9345, -0.5599], [0.1466, -3.8906, 1.0243], [-2.4789, 0.6575, -0.3725]],
  "mulliken_charge": [-0.791, 0.344, -0.185, -0.108, -0.650, -0.807, -0.008, -0.667, 0.227, 0.256, 0.343, 0.345, 0.315, 0.284, 0.433, 0.308, 0.361]
}

---

No. 5
{
  "formula": "C11H15FN2O",
  "method": "wB97M-V/def2-TZVPD",
  "e_above_lowest_ev": 0.000,
  "gap_ev": 9.447,
  "smiles": "CN1CCC[C@@H]1COc1ccc(F)nc1",
  "lumo_energy_ev": 0.852,
  "multiplicity": 1,
  "charge": 0,
  "total_energy_ha": -712.7314,
  "elements": ["C", "N", "C", "C", "C", "C", "C", "O", "C", "C", "C", "C", "F", "N", "C", "H", "H", "H", "H", "H", "H", "H", "H", "H", "H", "H", "H", "H", "H", "H"],
  "coordinates": [[-1.80591, 2.06488, -0.97084], [-1.45465, 0.97978, -0.07683], [-2.03797, 0.93137, 1.22425], [-1.78545, -0.50900, 1.68279], [-2.11818, -1.31824, 0.43536], [-1.59090, -0.35400, -0.68062], [-0.27272, -0.84044, -1.29872], [0.55139, -1.43919, -0.31941], [1.77781, -0.78426, -0.20665], [2.93241, -1.53681, -0.04602], [4.10980, -0.81536, 0.04210], [4.05835, 0.55810, 0.17768], [5.20078, 1.18305, 0.49602], [2.92476, 1.26557, 0.13522], [1.76821, 0.58414, -0.04366], [-1.23404, 2.00500, -1.94768], [-2.87892, 2.09501, -1.31186], [-1.60345, 3.05405, -0.55495], [-3.13889, 0.97212, 1.22706], [-1.58810, 1.70930, 1.83508], [-2.46570, -0.81982, 2.50300], [-0.79524, -0.64158, 2.07584], [-1.53344, -2.23201, 0.48681], [-3.20939, -1.44986, 0.46132], [-2.35599, -0.28164, -1.45824], [0.24000, 0.01267, -1.75740], [-0.55368, -1.59499, -2.07805], [2.89148, -2.62098, -0.11673], [5.10432, -1.35138, 0.13795], [0.86334, 1.17450, -0.05283]],
  "forces_ev_per_a": [[-0.2607, 0.1492, -1.3600], [0.3447, -0.3519, -0.8851], [-0.4823, -0.5454, 0.7696], [-0.8644, 0.2756, 1.1730], [0.9859, 1.1250, 0.3075], [-0.5445, -0.3854, -0.1653], [-1.5726, -0.2604, -0.6758], [1.1445, 0.2393, -0.3179], [-1.4099, -0.9088, 1.0327], [-0.0600, 0.6334, -0.9717], [1.7301, -1.4523, 0.7068], [-1.7373, 0.2498, 0.1929], [-0.2967, 0.3405, -0.3605], [0.9924, -0.6892, 0.1759], [2.0340, 0.7934, -0.1125], [-0.3255, -0.0774, 1.1828], [0.4672, -0.3136, 0.4976], [0.1665, -0.1970, 0.2338], [-0.0992, 0.7798, -0.1680], [-0.2657, 0.0392, 0.3688], [0.3083, 0.4308, -0.3006], [0.7155, -0.1549, -0.2183], [-0.4781, -0.3342, -0.3769], [0.4413, -0.2528, -0.6127], [0.0754, -0.1644, -0.3843], [-0.1625, -0.3172, -0.1785], [0.5554, 0.4190, 0.5089], [0.0791, 0.2430, 0.0838], [-1.3468, 0.8276, -0.1541], [-0.1339, -0.1407, 0.0084]],
  "mulliken_charge": [-1.127, 0.334, -0.707, -0.643, -0.753, -0.088, -1.034, -0.409, 0.633, -0.840, -0.151, 0.217, -0.263, -0.588, -0.297, 0.293, 0.338, 0.338, 0.298, 0.371, 0.407, 0.234, 0.294, 0.369, 0.419, 0.566, 0.324, 0.431, 0.322, 0.711]
}

---

No. 6
{
  "formula": "C14H27BN2O10S3",
  "method": "wB97M-V/def2-TZVPD",
  "gap_ev": 3.416,
  "lumo_energy_ev": 3.113,
  "multiplicity": 1,
  "charge": -2,
  "total_energy_ha": -2630.5707,
  "elements": ["O", "C", "O", "B", "C", "C", "S", "C", "N", "N", "C", "O", "C", "C", "C", "O", "H", "H", "H", "H", "H", "H", "H", "H", "H", "H", "H", "O", "S", "O", "O", "C", "C", "C", "H", "H", "H", "H", "H", "H", "H", "H", "O", "S", "O", "O", "C", "C", "C", "H", "H", "H", "H", "H", "H", "H", "H"],
  "coordinates": [[-1.08944, 2.51195, -4.15100], [-0.13491, 2.22184, -3.26436], [-0.28524, 0.97293, -2.46903], [1.23429, 3.11627, -2.98624], [0.78004, 4.64267, -2.49356], [-0.34328, 4.65552, -1.30320], [-0.11039, 3.36713, 0.03560], [1.24540, 3.94033, 1.19297], [1.70858, 2.94784, 2.26007], [2.73200, 3.56481, 2.98748], [2.92145, 4.95425, 2.36179], [1.97802, 5.23999, 1.23585], [2.06077, 3.34001, -4.40436], [3.04675, 1.88057, -4.68327], [2.12093, 0.47448, -5.10710], [3.05219, 1.34057, -6.15031], [1.85564, 2.57538, -2.14536], [1.72788, 5.29757, -2.25565], [0.28770, 5.13747, -3.46213], [-0.24534, 5.71471, -0.76139], [-1.45226, 4.62786, -1.73405], [3.71342, 5.76648, 2.69866], [2.84827, 4.20366, -4.26258], [1.38052, 3.45036, -5.34917], [4.05500, 1.71481, -3.95541], [0.97187, 0.57036, -5.30491], [2.74500, -0.52322, -5.03990], [1.27268, -2.26354, 5.89822], [1.05899, -2.81016, 4.57679], [2.15218, -3.31666, 3.77197], [0.20571, -1.73928, 3.69145], [0.72314, -0.42465, 3.53202], [1.90249, -0.39987, 2.57667], [-0.18017, -4.07507, 4.67483], [0.99180, 0.00327, 4.50384], [-0.08343, 0.19112, 3.11926], [2.75489, -0.95174, 2.98450], [2.22915, 0.62600, 2.38860], [1.63836, -0.87107, 1.62429], [-1.02907, -3.69941, 5.24896], [0.26235, -4.93698, 5.17899], [-0.48375, -4.35348, 3.66390], [-3.10302, -4.24111, 2.14102], [-3.31671, -4.78774, 0.81959], [-2.22352, -5.29423, 0.01477], [-4.16999, -3.71685, -0.06575], [-3.65256, -2.40222, -0.22518], [-2.47321, -2.37744, -1.18054], [-4.55588, -6.05264, 0.91763], [-3.38390, -1.97430, 0.74663], [-4.45913, -1.78645, -0.63794], [-1.62081, -2.92931, -0.77271], [-2.14655, -1.35157, -1.36860], [-2.73734, -2.84864, -2.13291], [-5.40477, -5.67698, 1.49176], [-4.11335, -6.91455, 1.42179], [-4.85945, -6.33105, -0.09330]],
  "forces_ev_per_a": [[3.3993, -0.5356, 2.8790], [-3.7060, -4.4231, 0.3603], [0.5059, 5.0514, -2.9869], [-1.1737, 0.7272, -1.0282], [-0.8003, 0.8399, -0.6455], [0.6654, 3.0690, -0.6803], [1.6899, 1.1464, 0.8558], [1.2490, -1.3411, 2.1314], [-0.0239, 5.4877, -3.0713], [-1.0087, 6.0661, -4.6747], [-1.1822, -3.6665, 1.1383], [0.5886, -5.3966, 3.3882], [2.3587, -2.0021, -0.8090], [-2.7858, -1.7772, -1.3025], [3.7549, 3.1702, -0.9932], [-1.1235, -0.1612, 4.1702], [0.7863, -0.3286, 0.5908], [-1.8117, -1.0331, 0.0366], [0.6858, -0.7732, 2.1094], [-0.4556, -2.2025, -0.8681], [2.4772, -0.6219, 1.1206], [-2.0798, -1.9451, -1.0143], [-1.3648, -1.3921, -0.6790], [1.4107, -0.0729, 1.6633], [-2.7629, 0.3204, -2.3452], [2.4970, -0.2210, 0.5833], [-1.9555, 1.9693, 0.1839], [0.2309, -0.3167, -0.7256], [-0.3912, 0.6317, -1.1115], [-0.6507, 0.3784, 1.0682], [0.0480, -1.8662, 1.0455], [0.8365, 1.3558, -0.4261], [0.3751, -0.1653, -0.0518], [-0.1837, 0.0449, -0.0773], [-0.0617, -0.1824, -0.0099], [-0.0348, -0.3802, 0.1287], [-0.1242, 0.0432, 0.0167], [-0.2663, -0.1228, 0.0114], [-0.0427, 0.1739, 0.1133], [0.1404, 0.0052, -0.1381], [0.0961, 0.2111, -0.0448], [0.0292, 0.1329, 0.1098], [0.1571, -0.4105, -0.8043], [-0.0507, 0.7641, -1.0333], [-0.8169, 0.3526, 1.0855], [-0.1001, -1.9726, 1.0356], [0.9566, 1.3848, -0.4312], [0.2504, -0.0852, 0.0530], [-0.2320, 0.0342, -0.0454], [-0.0547, -0.1919, -0.0255], [-0.0898, -0.3994, 0.1622], [-0.1198, 0.1437, -0.0277], [-0.0192, 0.0143, -0.0690], [-0.0359, 0.1508, 0.1090], [0.1474, -0.0002, -0.1048], [0.0786, 0.2096, -0.0562], [0.0934, 0.1085, 0.1307]],
  "mulliken_charge": [-0.786, 0.248, -0.691, 0.361, -0.630, -0.492, -0.011, 0.185, -0.035, -0.414, -0.084, -0.241, -0.581, 0.152, -0.364, -0.513, -0.238, 0.101, 0.181, 0.313, 0.315, 0.296, 0.050, 0.272, 0.170, 0.207, 0.217, -0.656, 1.173, -0.601, -0.184, -0.328, -0.905, -0.823, 0.301, 0.220, 0.340, 0.330, 0.269, 0.297, 0.380, 0.200, -0.608, 1.237, -0.609, -0.276, -0.305, -0.925, -0.959, 0.283, 0.261, 0.273, 0.414, 0.241, 0.299, 0.357, 0.316]
}